{"formula": "C15H26FeN8OS2", "method": "the ωB97M-V functional and the def2-TZVPD basis", "relative_energy_kj_mol": 127.6, "spin_multiplicity": 2, "charge": 1, "molar_mass_g_mol": 454.41, "energy_ev": -85996.4651, "e_homo_ha": [-0.40858, -0.40793], "elements": ["Fe", "C", "C", "N", "C", "S", "N", "N", "C", "C", "C", "C", "C", "C", "C", "N", "H", "H", "H", "H", "H", "H", "H", "H", "H", "H", "H", "H", "H", "O", "S", "N", "C", "N", "C", "C", "N", "N", "C", "C", "H", "H", "H", "H", "H", "H", "H", "H", "H", "H", "H", "H", "H"], "xyz": [[0.15, 0.65, -0.54], [-4.42, -1.76, 3.00], [-4.05, -2.06, 1.56], [-2.61, -2.09, 1.33], [-1.88, -0.99, 1.11], [-0.16, -1.20, 0.76], [-2.41, 0.18, 1.17], [-1.51, 1.13, 0.75], [-1.85, 2.35, 0.91], [-3.15, 2.82, 1.47], [-0.82, 3.32, 0.50], [-1.00, 4.68, 0.60], [0.02, 5.53, 0.17], [1.17, 4.98, -0.35], [1.27, 3.60, -0.43], [0.30, 2.78, -0.01], [-5.50, -1.64, 3.09], [-3.95, -0.84, 3.33], [-4.12, -2.57, 3.67], [-4.47, -1.31, 0.90], [-4.44, -3.03, 1.25], [-2.12, -2.97, 1.36], [-3.77, 1.97, 1.73], [-3.67, 3.44, 0.74], [-2.98, 3.42, 2.37], [-1.91, 5.08, 1.01], [-0.10, 6.60, 0.24], [1.98, 5.59, -0.71], [2.14, 3.13, -0.85], [0.94, 2.04, -2.63], [-0.40, 1.58, -3.04], [-1.06, 0.67, -2.05], [3.80, -1.30, 0.88], [3.39, -1.96, -0.35], [4.50, -2.43, -1.18], [2.24, -1.53, -0.97], [1.82, -0.28, -0.81], [1.60, -2.41, -1.74], [0.48, -2.03, -2.58], [1.80, -3.85, -1.61], [4.45, -1.97, 1.43], [2.93, -1.09, 1.50], [4.35, -0.37, 0.70], [5.20, -1.61, -1.37], [4.13, -2.80, -2.13], [5.03, -3.23, -0.67], [2.54, 0.28, -0.37], [0.63, -1.02, -2.95], [-0.46, -2.07, -2.03], [0.43, -2.70, -3.43], [2.42, -4.07, -0.74], [2.28, -4.26, -2.50], [0.83, -4.33, -1.49]], "mulliken_spin": [1.21, 0.00, 0.00, 0.00, 0.01, -0.12, -0.02, 0.01, -0.01, 0.00, 0.00, 0.00, 0.00, 0.00, -0.01, 0.04, 0.00, 0.00, 0.00, 0.00, 0.00, 0.00, 0.00, 0.00, 0.00, 0.00, 0.00, 0.00, 0.00, 0.01, 0.01, -0.10, 0.00, 0.00, 0.00, 0.00, -0.04, 0.00, 0.00, 0.00, 0.00, 0.00, 0.00, 0.00, 0.00, 0.00, 0.00, 0.00, 0.00, 0.00, 0.00, 0.00, 0.00]}

=====

{"formula": "C31H36BF4HgN10O2P2S2Se", "method": "the ωB97M-V functional and the def2-TZVPD basis", "relative_energy_kj_mol": 140.7, "spin_multiplicity": 2, "charge": 0, "molar_mass_g_mol": 1073.13, "energy_ev": -173051.0898, "e_homo_ha": [-0.17837, -0.29945], "elements": ["Hg", "Se", "N", "C", "C", "C", "C", "C", "N", "C", "C", "N", "C", "C", "C", "C", "C", "N", "H", "H", "H", "H", "H", "H", "N", "C", "N", "C", "C", "S", "C", "C", "S", "C", "N", "N", "H", "H", "H", "H", "H", "H", "C", "P", "C", "C", "C", "P", "C", "C", "H", "H", "H", "H", "H", "H", "H", "H", "H", "H", "H", "H", "H", "H", "H", "H", "O", "C", "N", "C", "O", "C", "C", "C", "C", "N", "C", "H", "H", "H", "H", "H", "H", "H", "H", "F", "B", "F", "F", "F"], "xyz": [[0.43, 0.60, 0.33], [-3.44, 4.44, -5.51], [-3.66, 2.86, -4.71], [-2.70, 2.71, -3.81], [-2.57, 1.55, -2.98], [-3.43, 0.47, -3.08], [-3.28, -0.61, -2.22], [-2.26, -0.55, -1.27], [-1.42, 0.46, -1.14], [-1.52, 1.52, -2.00], [-0.61, 2.60, -1.89], [0.37, 2.55, -0.94], [1.23, 3.54, -0.85], [1.20, 4.67, -1.65], [0.19, 4.78, -2.60], [-0.72, 3.75, -2.74], [-1.78, 3.79, -3.70], [-2.00, 4.81, -4.53], [-4.22, 0.49, -3.82], [-3.92, -1.47, -2.27], [-2.15, -1.36, -0.57], [1.97, 3.44, -0.07], [1.95, 5.44, -1.54], [0.09, 5.65, -3.23], [-3.19, 1.36, 1.24], [-2.32, 2.17, 1.87], [-1.03, 2.06, 1.84], [-0.42, 2.95, 2.68], [-1.27, 3.78, 3.35], [-2.91, 3.44, 2.94], [1.02, 2.96, 2.79], [1.73, 3.81, 3.58], [3.42, 3.53, 3.43], [3.04, 2.25, 2.29], [1.78, 2.08, 2.07], [4.02, 1.49, 1.76], [-2.80, 0.80, 0.48], [-4.13, 1.69, 1.11], [-1.05, 4.55, 4.06], [1.38, 4.57, 4.24], [4.96, 1.85, 1.78], [3.74, 0.95, 0.95], [2.63, -1.33, 3.12], [2.08, -1.48, 1.37], [1.64, -3.26, 1.43], [3.71, -1.58, 0.49], [3.60, -1.25, -1.00], [2.66, 0.31, -1.38], [2.24, -0.01, -3.12], [4.00, 1.55, -1.69], [1.75, -1.50, 3.74], [3.02, -0.35, 3.35], [3.37, -2.09, 3.34], [2.47, -3.81, 1.85], [1.41, -3.63, 0.43], [0.76, -3.39, 2.06], [4.09, -2.61, 0.60], [4.43, -0.93, 0.99], [3.04, -2.03, -1.51], [4.60, -1.19, -1.45], [3.15, -0.22, -3.68], [1.74, 0.86, -3.54], [1.56, -0.86, -3.19], [4.88, 1.06, -2.11], [4.29, 2.10, -0.79], [3.62, 2.26, -2.42], [-3.66, -5.22, -1.74], [-3.18, -5.68, -0.52], [-2.62, -4.60, 0.26], [-2.92, -4.34, 1.55], [-3.65, -5.04, 2.22], [-2.30, -3.09, 2.12], [-2.73, -2.69, 3.38], [-2.22, -1.52, 3.93], [-1.33, -0.77, 3.17], [-0.92, -1.14, 1.96], [-1.38, -2.28, 1.46], [-2.94, -4.77, -2.20], [-2.41, -6.46, -0.66], [-4.03, -6.10, 0.04], [-1.92, -4.06, -0.23], [-3.44, -3.30, 3.91], [-2.52, -1.19, 4.91], [-0.92, 0.16, 3.55], [-0.95, -2.56, 0.52], [-0.34, -3.87, -1.33], [0.32, -2.90, -2.07], [1.49, -3.39, -2.57], [-0.50, -2.43, -3.06], [0.63, -1.84, -1.17]], "mulliken_spin": [0.00, 0.10, 0.06, -0.02, 0.11, -0.01, 0.16, -0.04, 0.09, 0.14, 0.14, 0.09, -0.10, 0.19, -0.04, 0.13, -0.01, 0.06, 0.00, 0.01, -0.05, 0.00, 0.01, -0.01, 0.00, 0.00, 0.00, -0.01, 0.00, 0.00, 0.01, 0.00, 0.00, 0.00, 0.00, 0.00, 0.00, 0.00, 0.00, 0.00, 0.00, 0.00, 0.00, 0.00, 0.00, 0.00, 0.00, -0.01, 0.00, 0.01, 0.00, 0.00, 0.00, 0.00, 0.00, 0.00, 0.00, 0.00, 0.00, 0.00, 0.00, 0.00, 0.00, 0.00, 0.00, 0.00, 0.00, 0.00, 0.00, 0.00, 0.00, 0.00, 0.00, 0.00, 0.00, 0.00, 0.00, 0.00, 0.00, 0.00, 0.00, 0.00, 0.00, 0.00, 0.00, 0.00, 0.00, 0.00, 0.01, 0.00]}

=====

{"formula": "C15H16Cl2F6O8", "method": "the ωB97M-V functional and the def2-TZVPD basis", "smiles": "C[C@@H](Cl)[C@H](Cl)C1=C(O)C(=O)OC1=O.CCOC(=O)C(F)(F)F.CCOC(=O)C(F)(F)F", "charge": 0, "molar_mass_g_mol": 509.18, "energy_ev": -73544.7165, "e_homo_ha": -0.39017, "elements": ["C", "C", "Cl", "C", "Cl", "C", "C", "O", "C", "O", "O", "C", "O", "H", "H", "H", "H", "H", "H", "C", "C", "O", "C", "O", "C", "F", "F", "F", "H", "H", "H", "H", "H", "C", "C", "O", "C", "O", "C", "F", "F", "F", "H", "H", "H", "H", "H"], "xyz": [[-0.18, -1.21, 0.23], [0.01, -2.70, -0.02], [0.93, -3.39, 1.37], [-1.33, -3.50, -0.15], [-1.19, -4.55, -1.61], [-2.54, -2.63, -0.22], [-3.12, -2.01, 0.82], [-2.74, -2.05, 2.12], [-4.28, -1.20, 0.33], [-5.20, -0.75, 0.92], [-4.08, -1.08, -1.03], [-3.35, -2.22, -1.42], [-3.45, -2.71, -2.48], [-0.57, -1.04, 1.23], [-0.82, -0.75, -0.51], [0.79, -0.74, 0.15], [0.60, -2.87, -0.91], [-1.42, -4.20, 0.67], [-3.34, -2.62, 2.62], [-3.14, 3.57, 3.94], [-3.21, 3.40, 2.44], [-1.90, 3.44, 1.84], [-1.20, 2.32, 1.91], [-1.53, 1.28, 2.41], [0.15, 2.50, 1.19], [0.74, 3.65, 1.52], [-0.04, 2.51, -0.14], [0.98, 1.51, 1.49], [-2.61, 4.49, 4.19], [-4.14, 3.62, 4.36], [-2.61, 2.74, 4.40], [-3.76, 4.22, 1.98], [-3.71, 2.47, 2.16], [4.89, 2.05, -2.65], [5.58, 0.74, -2.30], [4.62, -0.27, -1.94], [4.02, -0.89, -2.95], [4.20, -0.71, -4.12], [3.06, -1.96, -2.40], [2.32, -1.46, -1.40], [3.74, -3.00, -1.93], [2.24, -2.39, -3.35], [4.24, 2.37, -1.84], [5.64, 2.82, -2.84], [4.28, 1.94, -3.55], [6.20, 0.87, -1.41], [6.21, 0.39, -3.11]], "lowdin_charge": [-0.13, -0.72, 0.65, -0.61, 0.69, -0.09, -0.19, 0.10, -0.36, 0.19, 0.14, -0.39, 0.17, 0.07, 0.10, 0.06, 0.05, 0.09, 0.14, -0.06, -0.19, 0.04, -0.40, 0.17, -0.55, 0.17, 0.16, 0.17, 0.08, 0.08, 0.08, 0.13, 0.12, -0.06, -0.19, 0.03, -0.40, 0.18, -0.53, 0.14, 0.18, 0.18, 0.08, 0.08, 0.08, 0.13, 0.13]}

=====

{"formula": "C5H7NO", "method": "the ωB97M-V functional and the def2-TZVPD basis", "relative_energy_kj_mol": 448.8, "charge": 0, "molar_mass_g_mol": 97.12, "energy_ev": -8831.5516, "e_homo_ha": [-0.27923, -0.27933], "elements": ["C", "C", "C", "C", "C", "N", "O", "H", "H", "H", "H", "H", "H", "H"], "xyz": [[-0.24, -1.22, -0.31], [-0.54, -0.38, -1.39], [0.19, -2.32, 0.10], [0.67, 1.03, 0.17], [-0.47, 1.43, 1.07], [0.49, 0.68, -1.12], [-1.40, -0.31, -2.24], [0.01, -2.60, 1.16], [0.62, -3.13, -0.40], [1.56, 1.48, 0.47], [-1.39, 0.89, 0.98], [-0.53, 2.54, 1.16], [-0.17, 1.22, 2.10], [1.21, 0.69, -1.75]], "lowdin_charge": [-0.09, -0.48, -0.04, -0.05, -0.06, 0.11, 0.04, 0.06, 0.04, 0.10, 0.07, 0.09, 0.08, 0.12]}

=====

{"formula": "C4H7NS2", "method": "the ωB97M-V functional and the def2-TZVPD basis", "relative_energy_kj_mol": 156.1, "smiles": "S=CN1C[C@@H]1CS", "charge": 0, "molar_mass_g_mol": 133.24, "energy_ev": -27420.2280, "e_homo_ha": -0.31554, "elements": ["C", "C", "C", "C", "H", "H", "H", "H", "H", "H", "H", "N", "S", "S"], "xyz": [[1.08, -0.66, 0.26], [0.30, 0.65, 0.38], [-0.42, 1.18, -0.84], [-2.04, -0.27, 0.54], [3.14, -1.56, -0.27], [0.53, -1.40, -0.31], [1.27, -1.08, 1.26], [0.69, 1.34, 1.11], [-0.48, 2.25, -1.01], [-0.45, 0.56, -1.73], [-1.91, -0.82, 1.47], [-1.16, 0.75, 0.32], [2.61, -0.34, -0.55], [-3.15, -0.61, -0.63]], "lowdin_charge": [-0.59, -0.31, -0.08, -0.68, -0.12, 0.07, 0.08, 0.13, 0.12, 0.11, 0.08, -0.14, 0.73, 0.60]}

=====

{"formula": "C16H21BF4N4O3PdS", "method": "the ωB97M-V functional and the def2-TZVPD basis", "relative_energy_kj_mol": 20.9, "charge": -2, "molar_mass_g_mol": 542.66, "energy_ev": -54906.7664, "e_homo_ha": [-0.05703, -0.03743], "elements": ["Pd", "C", "N", "C", "C", "C", "N", "C", "O", "N", "H", "H", "H", "H", "H", "H", "H", "F", "B", "F", "F", "F", "O", "C", "O", "C", "C", "C", "C", "S", "C", "C", "H", "H", "H", "H", "H", "C", "C", "C", "C", "N", "H", "H", "H", "H", "H", "H", "H", "H", "H"], "xyz": [[0.13, 1.06, 0.05], [-4.17, 0.47, 3.54], [-2.88, -0.08, 3.14], [-2.37, -1.16, 3.76], [-1.17, -1.66, 3.38], [-0.49, -1.01, 2.32], [-0.99, 0.05, 1.70], [-2.21, 0.56, 2.08], [-2.74, 1.53, 1.55], [0.73, -1.44, 1.92], [-4.56, -0.11, 4.38], [-4.87, 0.42, 2.70], [-4.05, 1.51, 3.82], [-2.95, -1.59, 4.56], [-0.74, -2.52, 3.88], [0.98, -2.38, 2.16], [1.02, -1.11, 1.00], [-5.56, -2.90, 7.36], [-4.78, -2.15, 6.46], [-4.90, -0.78, 6.75], [-5.21, -2.37, 5.13], [-3.42, -2.54, 6.56], [5.06, -3.34, -4.96], [5.11, -2.37, -3.99], [6.17, -1.87, -3.74], [3.83, -2.04, -3.34], [2.68, -2.84, -3.43], [1.51, -2.48, -2.81], [1.40, -1.28, -2.07], [-0.11, -0.88, -1.33], [2.56, -0.48, -1.98], [3.73, -0.86, -2.59], [4.14, -3.57, -5.11], [2.70, -3.80, -3.95], [0.64, -3.12, -2.88], [2.49, 0.46, -1.44], [4.61, -0.23, -2.51], [-0.77, 3.43, -1.89], [0.73, 3.10, -1.96], [1.52, 4.42, -1.93], [1.02, 2.38, -3.28], [1.23, 2.31, -0.86], [-1.09, 4.09, -2.71], [-1.01, 3.91, -0.94], [-1.35, 2.50, -1.95], [1.22, 5.08, -2.76], [2.59, 4.22, -2.02], [1.34, 4.94, -0.99], [0.67, 2.96, -4.14], [0.51, 1.41, -3.29], [2.09, 2.20, -3.39]], "lowdin_charge": [0.45, 0.00, -0.03, -0.02, -0.01, -0.40, 0.04, -0.51, 0.03, 0.13, 0.07, 0.10, 0.09, 0.11, 0.10, 0.10, 0.02, 0.08, -1.26, 0.07, 0.07, 0.07, 0.07, -0.50, 0.08, -0.18, -0.07, -0.14, -0.70, 0.55, -0.12, -0.02, 0.07, 0.10, 0.09, 0.05, 0.12, -0.11, -0.81, -0.10, -0.09, -0.17, 0.06, 0.06, 0.05, 0.06, 0.06, 0.06, 0.07, 0.05, 0.07]}

=====

{"formula": "C5H5BrN2O4S", "method": "the ωB97M-V functional and the def2-TZVPD basis", "relative_energy_kj_mol": 884.2, "charge": 0, "molar_mass_g_mol": 269.08, "energy_ev": -97304.0898, "e_homo_ha": [-0.36391, -0.34795], "elements": ["C", "C", "C", "C", "C", "N", "N", "O", "O", "O", "O", "S", "Br", "H", "H", "H", "H", "H"], "xyz": [[0.07, -0.49, -0.35], [-0.89, 0.47, 0.02], [-2.28, 0.23, 0.37], [-0.24, -1.85, -0.30], [1.41, -0.30, -0.93], [-0.51, 1.91, 0.14], [-1.04, -2.51, 0.62], [0.61, 2.28, 0.35], [-1.46, -3.63, 0.36], [-1.47, 2.68, -0.08], [-1.27, -1.94, 1.70], [-3.05, -0.83, -0.95], [0.77, -3.17, -1.20], [-2.30, -0.39, 1.32], [-2.78, 1.17, 0.46], [1.33, -0.43, -2.03], [2.04, -1.19, -0.66], [1.95, 0.58, -0.87]], "lowdin_charge": [-0.23, -0.14, -0.49, -0.56, -0.09, -0.32, -0.47, 0.12, 0.02, 0.05, 0.03, 0.74, 0.97, 0.10, 0.07, 0.10, 0.05, 0.05]}

=====

{"formula": "C5H6N2", "method": "the ωB97M-V functional and the def2-TZVPD basis", "relative_energy_kj_mol": 269.3, "smiles": "N#C[C@H]1[C@H]2CCN21", "charge": 0, "molar_mass_g_mol": 94.12, "energy_ev": -8259.5670, "e_homo_ha": -0.36240, "elements": ["N", "C", "C", "C", "C", "C", "N", "H", "H", "H", "H", "H", "H"], "xyz": [[2.28, 0.18, 1.75], [1.75, 0.26, 0.72], [1.11, 0.37, -0.58], [-0.06, -0.48, -0.96], [-0.89, -0.91, 0.23], [-1.00, 0.66, 0.47], [-0.26, 0.95, -0.79], [1.82, 0.64, -1.36], [-0.07, -0.94, -1.93], [-1.86, -1.35, -0.08], [-0.39, -1.58, 0.95], [-2.06, 0.98, 0.46], [-0.37, 1.23, 1.11]], "lowdin_charge": [0.16, -0.19, -0.22, -0.25, -0.08, -0.13, 0.01, 0.14, 0.13, 0.11, 0.11, 0.12, 0.09]}